No. 1
A cluster of 2 separate species, C5H11N2O in total at a distorted geometry, computed with the ωB97M-V functional and the def2-TZVPD basis.

The energy above the lowest of the compared OMol25 structures with the same formula, charge and spin comes out at 65.31 kJ/mol. As for the total charge: +1. The calculation puts the electronic energy at -381.63909 a.u.

The geometry in XYZ format:
```
19
Properties=species:S:1:pos:R:3:forces:R:3
O 2.0480 -0.5706 4.5788 -1.07 0.33 -0.23
N 2.9622 -1.4121 1.7039 0.72 0.63 1.11
N 2.2048 -3.3256 2.1974 -0.88 -0.86 -0.08
C 1.0865 -2.5438 1.7435 0.32 -2.48 1.40
C 3.3114 -2.6110 2.1845 -0.92 0.03 -0.80
C 0.9969 0.0080 1.1754 -0.34 0.99 -0.57
C 1.5551 -1.3278 1.5087 1.85 1.29 0.10
C 0.0000 0.0000 0.0000 0.15 -0.42 -0.35
H 1.7237 0.2744 4.1928 0.27 -0.80 0.61
H 0.0922 -2.9835 1.8222 0.41 0.38 -0.33
H -0.5838 0.9319 -0.0854 0.39 -0.40 0.18
H 3.5864 -0.6060 1.8883 -0.78 -0.60 -0.63
H 0.5878 -0.1328 -0.9238 -0.50 -0.01 0.21
H 4.2935 -3.0316 2.4006 -0.28 0.58 0.05
H 1.2655 -0.9491 5.0401 0.80 0.48 -0.37
H 0.5082 0.5198 2.0267 0.44 -0.55 -0.08
H 2.2060 -4.3234 2.4762 -0.30 1.05 -0.41
H -0.7006 -0.8465 0.0959 0.18 0.40 -0.10
H 1.8666 0.6205 0.8688 -0.48 -0.03 0.30
```
Forces are in eV/Å.

---

No. 2
A cluster of 3 separate species, C30H41ClO6 in total at a distorted geometry, computed with the ωB97M-V functional and the def2-TZVPD basis.

The SMILES is CC(C)CCc1ccc2c(c1Cl)C(=O)c1cc(CCOC=O)ccc1C2=O.CCOCC.CCOCC. As for the total charge: 0. The calculation puts the electronic energy at -2078.48342 a.u.

The geometry in XYZ format:
```
78
Properties=species:S:1:pos:R:3:forces:R:3
Cl 0.5726 2.5704 0.0822 -0.86 -3.17 0.53
O 5.5856 1.9639 -5.6318 0.05 -0.03 -0.19
O -5.3237 0.0249 7.7019 0.09 0.00 -0.05
O 1.0066 -2.7370 -9.3109 -2.59 2.39 0.50
O 2.4240 0.9952 -2.1422 -5.46 -6.29 0.49
O -1.0470 -2.5153 -10.5701 4.65 1.92 7.55
O 1.0826 -4.3306 -1.1035 -1.38 7.17 -3.46
C 6.6550 2.9050 -5.6636 0.01 -0.16 -0.06
C 0.8553 -3.1049 -1.5972 0.20 -4.00 2.41
C 1.4197 -1.0383 -3.4075 -0.71 -1.88 -2.29
C 0.9323 -3.6172 -4.4775 0.77 3.56 -0.01
C -7.5253 -0.7375 6.9044 -0.15 0.22 0.05
C -0.8115 0.2983 1.6464 0.78 -2.70 -1.88
C 1.5974 -0.4445 -4.9607 -0.75 -3.53 1.00
C 0.3733 0.1441 6.3639 0.22 -0.86 -0.12
C -0.6754 -2.4685 0.7597 1.29 4.16 -0.60
C 4.1464 3.1906 -4.0545 0.08 0.23 0.06
C 0.2656 -1.9862 -0.5087 -1.02 2.27 1.55
C -1.4176 1.3549 2.7515 -0.03 -0.19 -0.94
C 1.5642 -0.0435 -2.0749 3.13 3.63 -0.68
C 0.1243 0.7563 0.3395 -0.69 -3.66 0.40
C 1.9884 -1.6873 -8.9981 0.66 1.83 -0.64
C -0.5901 1.4234 4.1655 -0.18 0.13 0.69
C 1.0577 -2.6412 -3.1598 0.52 1.60 -3.03
C 1.4233 -1.4156 -6.3021 -0.29 -1.29 4.28
C -6.0735 0.7459 9.9345 -0.14 -0.22 0.06
C -6.2059 -1.0863 7.5696 0.04 0.07 -0.05
C -0.3594 -2.2078 -9.4447 -2.72 -2.46 -6.48
C 0.6575 -0.3812 -0.7473 -1.67 -1.17 2.13
C -0.5898 -0.0115 5.0060 0.17 0.40 1.13
C 7.7316 2.6359 -4.6271 -0.06 -0.05 0.27
C -1.2038 -1.3138 1.8449 2.36 1.06 -3.61
C -2.1034 -0.3679 5.6056 0.51 0.77 -0.27
C 1.1154 -3.0008 -6.0197 0.17 2.23 2.97
C 4.8388 1.8900 -4.4205 -0.08 0.06 0.01
C -5.7897 1.1170 8.4896 0.14 -0.04 0.03
C 1.5754 -0.6905 -7.7643 0.58 0.19 0.72
H 0.7027 -4.7762 -4.3090 0.58 2.94 -0.49
H -2.5231 1.0214 2.9976 2.29 0.54 -0.61
H -0.1254 -0.9004 4.3907 -1.15 1.88 0.99
H -2.1630 0.2029 6.6465 -0.12 -1.52 -2.18
H 0.5595 1.2598 6.6669 -0.25 -2.10 -0.74
H 6.2664 3.9240 -5.5754 0.01 0.04 0.10
H 3.5109 3.0513 -3.1752 0.09 -0.06 -0.14
H -2.2314 -1.5344 5.7162 0.17 2.46 -0.03
H -1.8971 -1.6075 2.7579 1.64 0.67 -2.18
H 4.0766 1.1193 -4.5727 0.25 0.02 -0.11
H 4.8686 3.9792 -3.8236 -0.07 -0.05 0.03
H -5.2009 0.2671 10.3891 -0.05 0.13 -0.06
H 0.5092 1.8740 4.0526 -2.38 -1.24 0.01
H -6.9073 0.0421 10.0109 0.01 0.11 0.03
H -6.3335 1.6364 10.5143 0.05 -0.09 -0.08
H 8.5706 3.3255 -4.7587 -0.09 -0.08 -0.02
H -7.3544 -0.2443 5.9417 0.01 -0.13 0.10
H -0.9406 -3.6108 0.8561 0.63 2.65 -0.16
H -0.1343 -0.3824 7.2972 1.00 1.06 -2.03
H -4.9958 1.8729 8.4729 -0.03 -0.26 -0.18
H 0.6025 -0.0349 -7.9831 2.07 -1.66 0.38
H 1.8505 0.6971 -5.0927 -0.59 -2.57 0.35
H 7.1044 2.8307 -6.6609 -0.26 -0.12 0.10
H 8.0990 1.6083 -4.7093 -0.01 0.13 -0.07
H -0.9420 -1.5848 -8.6406 1.79 -1.23 -1.15
H -1.1688 2.1936 4.8655 1.13 -1.56 -1.51
H -8.1176 -0.0545 7.5203 -0.01 -0.12 -0.04
H -8.1206 -1.6401 6.7389 0.08 0.08 0.01
H 0.9941 -3.7537 -6.9073 0.28 1.70 1.88
H 3.0757 -2.1560 -8.8756 -2.73 0.68 0.07
H 1.3938 -0.4435 6.1721 -2.07 1.62 0.50
H 2.0632 -1.0016 -9.9723 -0.13 -1.36 2.10
H 2.4570 0.1099 -7.6760 -1.85 -1.83 -0.12
H -6.3665 -1.5617 8.5435 -0.08 0.04 0.00
H -6.6641 1.5775 8.0200 -0.09 -0.02 0.04
H 7.3497 2.7643 -3.6103 0.08 0.06 -0.07
H 3.5284 3.5468 -4.8854 0.04 -0.08 0.07
H -2.9614 0.0807 4.9378 1.63 -1.08 1.21
H -5.6858 -1.8229 6.9490 0.15 0.22 0.10
H -1.5022 2.4002 2.1944 0.37 -2.15 1.40
H 5.4762 1.5364 -3.6026 -0.04 0.07 0.02
```
Forces are in eV/Å.

---

Question: Which value of total charge does entry 2 give?
Answer: 0

---

Question: Which of these has the highest electronic energy?
Answer: C5H11N2O

---

Question: Which value of electronic energy does entry 1 give?
Answer: -381.63909 a.u.

---

Question: Which of these has the highest total charge?
Answer: C5H11N2O